1.
{"formula": "C18H24N6O2", "method": "wB97M-V/def2-TZVPD", "lumo_ev": 0.45, "homo_energy_ha": -0.2969, "total_charge": 0, "smiles": "CN(CCC#N)CC(=O)Nc1ccc(NC(=O)CN(C)CCC#N)cc1", "multiplicity": 1, "de_lowest_kj_mol": 0.0, "elements": ["C", "N", "C", "C", "C", "N", "C", "C", "O", "N", "C", "C", "C", "C", "N", "C", "O", "C", "N", "C", "C", "C", "C", "N", "C", "C", "H", "H", "H", "H", "H", "H", "H", "H", "H", "H", "H", "H", "H", "H", "H", "H", "H", "H", "H", "H", "H", "H", "H", "H"], "positions_angstrom": [[-6.48776, -1.70734, -1.24532], [-5.52775, -0.84542, -0.57906], [-5.91901, 0.55123, -0.69350], [-4.79355, 1.50617, -0.27217], [-5.19533, 2.86904, -0.50761], [-5.53333, 3.94310, -0.70257], [-5.29653, -1.23653, 0.80457], [-3.85997, -0.94663, 1.24896], [-3.58140, -0.64934, 2.39041], [-2.98798, -1.09961, 0.22400], [-1.60226, -0.92342, 0.19930], [-0.86569, -0.59474, 1.33389], [0.50119, -0.43216, 1.24122], [1.16279, -0.59496, 0.02551], [2.54692, -0.42022, 0.00161], [3.40642, -0.47778, -1.04698], [3.11369, -0.72649, -2.19415], [4.85007, -0.21868, -0.60421], [4.89775, 0.71187, 0.50913], [4.62335, 2.07017, 0.08024], [6.04789, 0.58309, 1.37114], [7.43026, 0.92267, 0.75545], [7.89318, -0.09580, -0.14848], [8.26413, -0.91866, -0.85066], [0.42562, -0.92551, -1.10878], [-0.94170, -1.08474, -1.01681], [-6.55896, -1.41745, -2.29293], [-7.49082, -1.65427, -0.80024], [-6.13719, -2.73716, -1.19713], [-6.81885, 0.76851, -0.09141], [-6.16383, 0.74262, -1.74215], [-3.88891, 1.30399, -0.85182], [-4.56002, 1.39642, 0.78984], [-5.98757, -0.75354, 1.51099], [-5.43384, -2.31753, 0.90010], [-3.42836, -1.30852, -0.66658], [-1.36842, -0.46882, 2.27791], [1.06704, -0.17582, 2.12554], [2.97785, -0.15504, 0.88105], [5.41940, 0.11856, -1.48236], [5.26556, -1.18104, -0.29146], [4.61465, 2.72801, 0.94829], [3.64008, 2.09798, -0.38759], [5.35118, 2.45042, -0.64963], [5.88964, 1.25218, 2.22259], [6.07303, -0.44432, 1.74721], [7.38382, 1.87711, 0.22529], [8.16192, 1.01279, 1.56270], [0.92925, -1.05354, -2.05195], [-1.50761, -1.34087, -1.90140]], "atomic_forces_ev_per_a": [[-0.059, -0.028, -0.052], [-0.102, -0.052, 0.073], [0.053, -0.002, -0.105], [0.062, -0.595, 0.032], [0.013, 0.174, 0.042], [-0.197, 0.571, -0.121], [0.040, 0.053, 0.042], [-0.229, -0.148, -0.267], [0.039, 0.061, 0.285], [-0.129, -0.197, -0.324], [0.387, 0.056, 0.097], [-0.112, 0.008, 0.082], [0.120, -0.039, -0.299], [-0.362, -0.084, -0.092], [0.090, 0.032, 0.387], [0.252, 0.123, 0.311], [-0.028, -0.087, -0.305], [-0.024, -0.031, -0.159], [0.110, -0.079, -0.031], [-0.009, 0.011, 0.027], [0.113, -0.006, 0.160], [-0.436, 0.440, 0.517], [0.203, -0.120, -0.190], [0.151, -0.411, -0.331], [0.111, 0.002, -0.081], [-0.132, 0.051, 0.294], [-0.046, -0.036, -0.023], [-0.034, -0.014, 0.005], [-0.049, -0.037, -0.021], [0.068, -0.021, -0.083], [-0.017, 0.025, 0.120], [-0.040, -0.031, 0.113], [0.066, 0.011, -0.066], [0.121, -0.021, -0.029], [-0.023, 0.061, -0.003], [-0.015, 0.133, 0.211], [-0.015, 0.001, 0.033], [0.056, 0.025, 0.111], [0.038, 0.018, -0.226], [-0.137, -0.083, 0.053], [0.020, 0.039, -0.041], [-0.029, 0.072, -0.004], [-0.032, 0.091, -0.021], [0.005, 0.011, -0.007], [0.084, -0.089, -0.036], [0.052, 0.113, 0.038], [0.079, -0.018, 0.095], [-0.037, 0.085, -0.069], [0.015, -0.007, -0.030], [-0.055, -0.035, -0.109]], "nbo_charge": [-0.40, -0.46, -0.20, -0.53, 0.29, -0.32, -0.33, 0.67, -0.61, -0.61, 0.13, -0.24, -0.21, 0.12, -0.61, 0.67, -0.60, -0.32, -0.46, -0.42, -0.19, -0.55, 0.28, -0.32, -0.19, -0.23, 0.21, 0.17, 0.20, 0.18, 0.21, 0.26, 0.26, 0.21, 0.23, 0.42, 0.26, 0.21, 0.42, 0.21, 0.23, 0.20, 0.22, 0.17, 0.21, 0.21, 0.25, 0.26, 0.25, 0.21]}

2.
{"formula": "C23H16BrCl4F6O5SbTi", "method": "wB97M-V/def2-TZVPD", "lumo_ev": [2.16, 0.42], "homo_energy_ha": [-0.2081, -0.2389], "total_charge": -1, "multiplicity": 2, "de_lowest_kj_mol": 0.0, "elements": ["Ti", "Cl", "C", "C", "Cl", "C", "Cl", "C", "O", "C", "O", "C", "Cl", "Br", "C", "C", "C", "C", "C", "C", "C", "O", "O", "H", "H", "H", "H", "F", "Sb", "F", "F", "F", "F", "F", "C", "C", "C", "C", "C", "C", "C", "O", "C", "C", "C", "H", "H", "H", "H", "H", "H", "H", "H", "H", "H", "H", "H"], "positions_angstrom": [[0.44078, -1.98321, 0.09415], [-5.13593, 0.13254, 2.48669], [-3.71071, 0.67289, 1.69784], [-3.36811, 2.05797, 1.75558], [-4.39027, 3.14278, 2.62065], [-2.24533, 2.51242, 1.13304], [-1.78109, 4.16449, 1.17917], [-1.36261, 1.61741, 0.40070], [-0.33484, 2.01521, -0.15500], [-1.73327, 0.19104, 0.36667], [-0.97899, -0.62050, -0.26912], [-2.91382, -0.22595, 1.02245], [-3.31578, -1.89455, 0.93781], [-1.12364, 2.76348, -3.40749], [0.47852, 1.77940, -3.65663], [1.45504, 2.27377, -4.50525], [2.61861, 1.53891, -4.69550], [2.79521, 0.32769, -4.04690], [1.80880, -0.14990, -3.19396], [0.64147, 0.57859, -2.98855], [2.03707, -1.44686, -2.46011], [3.02293, -2.12009, -2.63292], [1.05642, -1.74550, -1.63737], [1.30853, 3.21881, -5.01030], [3.38662, 1.92082, -5.35612], [3.69475, -0.25836, -4.17952], [-0.10919, 0.21781, -2.29817], [-0.08594, -1.65754, 1.92105], [1.13106, -2.48292, 3.79871], [2.22596, -0.97311, 3.38680], [1.85350, -2.86836, 0.79356], [2.06484, -2.67177, 5.48645], [-0.59636, -3.38823, -0.17267], [-0.18599, -1.38317, 4.63959], [4.52279, 5.41090, 2.30592], [3.75416, 4.14694, 2.03663], [4.00510, 3.38982, 0.90111], [3.28990, 2.23334, 0.61620], [3.58021, 1.49841, -0.66033], [2.29413, 1.82733, 1.52081], [1.50033, 0.62184, 1.31190], [1.71161, -0.22320, 0.45008], [2.01329, 2.58776, 2.67146], [0.93534, 2.19871, 3.65206], [2.75529, 3.73314, 2.90992], [5.45103, 5.43710, 1.73577], [4.76512, 5.50578, 3.36489], [3.93244, 6.28601, 2.02486], [4.77547, 3.71093, 0.20831], [4.32892, 2.03745, -1.24061], [2.67238, 1.40522, -1.25710], [3.93263, 0.48381, -0.47441], [0.66278, 0.47058, 1.99594], [-0.04984, 2.21418, 3.17971], [0.91276, 2.90900, 4.47736], [1.09335, 1.20102, 4.06192], [2.54686, 4.31897, 3.79878]], "atomic_forces_ev_per_a": [[0.178, 0.052, 0.181], [-0.002, 0.001, 0.001], [-0.008, 0.017, 0.016], [-0.023, -0.012, 0.007], [0.001, 0.005, 0.002], [0.039, 0.003, -0.022], [-0.003, -0.009, 0.007], [-0.014, -0.006, 0.004], [0.019, 0.000, 0.008], [-0.030, -0.035, 0.040], [-0.035, 0.079, -0.016], [0.043, -0.031, -0.031], [-0.013, 0.018, 0.006], [0.006, 0.027, -0.027], [0.010, -0.035, 0.019], [0.003, 0.011, -0.001], [-0.001, -0.004, -0.005], [0.012, 0.004, -0.034], [-0.009, -0.033, -0.013], [-0.007, -0.018, 0.008], [-0.019, 0.338, -0.064], [-0.011, -0.025, 0.006], [0.039, -0.443, -0.044], [-0.010, 0.001, 0.005], [0.004, -0.001, 0.001], [-0.005, -0.010, 0.009], [0.023, 0.019, -0.022], [0.004, 0.020, -0.003], [-0.098, 0.008, -0.066], [0.030, 0.013, 0.010], [-0.145, 0.071, -0.080], [0.014, 0.022, 0.049], [-0.031, -0.049, -0.009], [0.055, -0.048, 0.022], [0.012, -0.002, -0.004], [-0.007, -0.005, 0.009], [-0.012, -0.002, 0.001], [0.033, 0.025, -0.014], [-0.037, -0.007, 0.031], [0.021, -0.033, 0.015], [-0.022, 0.052, 0.010], [-0.013, -0.014, -0.017], [0.002, -0.005, 0.019], [-0.001, 0.030, -0.021], [-0.013, 0.001, 0.006], [0.000, 0.005, 0.000], [-0.001, -0.001, 0.002], [-0.002, -0.002, -0.003], [-0.002, -0.001, -0.002], [0.005, 0.001, 0.000], [0.025, 0.023, 0.013], [0.005, 0.005, -0.002], [-0.006, -0.007, -0.014], [-0.013, -0.009, 0.011], [0.004, -0.002, 0.002], [0.000, -0.005, -0.005], [0.007, 0.001, 0.000]], "nbo_charge": [1.83, 0.06, -0.06, -0.10, 0.04, -0.12, 0.05, 0.32, -0.53, 0.42, -0.68, -0.16, 0.06, 0.05, -0.07, -0.24, -0.22, -0.19, -0.08, -0.23, 0.79, -0.59, -0.70, 0.22, 0.21, 0.23, 0.27, -0.65, 2.13, -0.72, -0.54, -0.74, -0.49, -0.72, -0.63, 0.03, -0.24, 0.08, -0.63, -0.15, 0.48, -0.58, 0.08, -0.65, -0.24, 0.21, 0.22, 0.22, 0.20, 0.20, 0.24, 0.24, 0.17, 0.22, 0.21, 0.25, 0.20]}

3.
{"formula": "C25H47BrP2PtSbSi3", "method": "wB97M-V/def2-TZVPD", "lumo_ev": -10.86, "homo_energy_ha": -0.5920, "total_charge": 3, "multiplicity": 1, "elements": ["Pt", "C", "P", "C", "C", "C", "C", "C", "C", "C", "P", "C", "C", "H", "H", "H", "H", "H", "H", "H", "H", "H", "H", "H", "H", "H", "H", "H", "H", "Br", "C", "C", "C", "C", "C", "C", "H", "H", "H", "H", "C", "Si", "C", "C", "Sb", "Si", "C", "C", "C", "Si", "C", "C", "C", "H", "H", "H", "H", "H", "H", "H", "H", "H", "H", "H", "H", "H", "H", "H", "H", "H", "H", "H", "H", "H", "H", "H", "H", "H", "H", "H"], "positions_angstrom": [[0.89608, -0.28769, -0.00119], [4.19156, -2.27789, 0.55473], [3.32931, -0.75131, 0.06453], [4.26336, -0.20045, -1.38092], [3.67153, 0.39705, 1.42005], [4.78694, 1.21707, 1.46532], [4.94978, 2.11780, 2.51588], [4.01428, 2.17254, 3.53874], [2.90503, 1.33425, 3.51576], [2.72343, 0.45007, 2.45613], [1.20599, -0.52861, 2.31057], [1.53159, -2.24182, 2.79392], [0.09102, 0.07028, 3.58957], [5.24402, -2.12636, 0.31314], [3.82589, -3.14952, 0.00967], [4.09228, -2.45111, 1.62346], [5.31519, -0.07429, -1.12542], [3.87119, 0.72944, -1.77344], [4.19345, -0.97480, -2.14727], [5.53815, 1.17663, 0.68554], [5.80832, 2.77813, 2.53088], [4.13654, 2.87771, 4.35115], [2.19789, 1.38377, 4.33485], [2.23334, -2.22262, 3.63020], [1.94227, -2.83882, 1.98298], [0.59477, -2.69659, 3.11865], [0.53523, -0.19185, 4.55315], [-0.87154, -0.43199, 3.49857], [-0.06172, 1.14621, 3.52856], [2.86503, 5.97098, -0.56661], [2.15897, 4.24125, -0.49403], [1.47745, 3.82710, 0.64321], [1.01295, 2.51935, 0.72420], [1.21835, 1.67038, -0.34239], [1.86508, 2.07332, -1.48936], [2.33773, 3.37908, -1.56823], [1.32188, 4.51535, 1.46450], [0.49679, 2.19479, 1.61875], [1.98811, 1.41487, -2.34282], [2.85432, 3.71885, -2.45733], [-3.63957, -3.62694, 0.69967], [-4.04371, -1.84182, 0.69678], [-3.83788, -0.94429, 2.28962], [-5.38065, -1.28441, -0.41220], [-1.67771, -0.71693, -0.48133], [-2.55353, 1.88929, -1.30887], [-4.26554, 1.64486, -1.92119], [-2.38619, 2.72382, 0.32352], [-1.37062, 2.22859, -2.67955], [-1.18163, -2.29418, -2.65417], [-2.66617, -1.92203, -3.67618], [-1.02436, -4.01153, -2.01867], [0.42135, -1.55192, -3.28618], [-4.25823, -4.11603, 1.46356], [-2.59528, -3.81756, 0.94855], [-3.87307, -4.09449, -0.25866], [-4.66901, -1.18073, 2.96774], [-3.83011, 0.13701, 2.13704], [-2.91222, -1.24363, 2.78552], [-6.31152, -1.76960, -0.08780], [-5.20990, -1.56999, -1.45315], [-5.52989, -0.20836, -0.35467], [-5.00577, 1.68316, -1.12136], [-4.39384, 0.72088, -2.48932], [-4.47722, 2.47946, -2.60496], [-3.34749, 2.72989, 0.84135], [-2.08013, 3.76744, 0.17656], [-1.64341, 2.24319, 0.95628], [-1.87681, 2.08378, -3.63703], [-0.48864, 1.59418, -2.64884], [-1.02997, 3.27042, -2.62992], [-3.56802, -2.36487, -3.24483], [-2.53431, -2.36390, -4.67269], [-2.81941, -0.84896, -3.80823], [-1.93620, -4.34300, -1.52068], [-0.18677, -4.11376, -1.32557], [-0.84723, -4.69158, -2.86142], [0.23117, -0.78336, -4.04067], [1.04865, -2.32064, -3.75364], [0.99899, -1.10195, -2.48208]], "atomic_forces_ev_per_a": [[-1.001, -1.966, 0.469], [-0.424, -0.263, -0.127], [0.301, 1.179, -0.145], [0.003, -0.211, -0.055], [0.096, -0.053, 0.068], [0.052, 0.033, 0.051], [-0.053, 0.007, 0.055], [0.045, -0.001, -0.064], [0.016, -0.090, 0.110], [-0.063, 0.127, -0.010], [0.536, 0.592, -0.310], [-0.335, -0.152, -0.321], [-0.366, 0.028, -0.341], [0.023, -0.007, 0.038], [0.054, 0.012, -0.017], [0.044, 0.006, -0.010], [0.017, -0.034, 0.002], [0.077, 0.061, 0.011], [0.009, 0.014, -0.022], [-0.058, 0.030, 0.022], [-0.029, -0.044, 0.004], [0.018, -0.059, -0.005], [0.018, 0.051, -0.064], [0.003, 0.045, 0.004], [0.018, -0.001, 0.035], [0.014, -0.027, 0.003], [0.008, 0.020, -0.012], [0.020, -0.007, 0.030], [0.014, -0.012, 0.032], [0.013, 0.079, -0.019], [0.065, 0.049, 0.003], [-0.122, -0.081, -0.013], [-0.079, 0.306, 0.083], [0.517, -0.115, 0.722], [0.007, -0.070, -0.393], [-0.152, 0.030, -0.033], [0.009, -0.038, -0.014], [0.077, 0.051, -0.016], [0.070, -0.001, 0.048], [-0.061, -0.028, 0.000], [-0.089, -0.331, 0.047], [1.038, 0.480, 0.057], [-0.324, -0.013, 0.397], [-0.242, 0.022, -0.195], [-0.231, 0.355, -0.294], [0.354, -1.024, 0.183], [-0.312, 0.124, -0.058], [-0.022, 0.467, 0.072], [0.179, 0.335, -0.162], [0.351, 0.813, 0.714], [-0.185, -0.132, -0.208], [0.012, -0.287, -0.097], [-0.038, -0.306, -0.509], [0.033, -0.006, -0.078], [-0.041, -0.015, 0.024], [0.008, -0.014, 0.054], [0.101, 0.059, -0.034], [-0.012, -0.046, 0.018], [-0.071, -0.019, -0.018], [0.071, 0.022, -0.041], [-0.060, 0.004, 0.070], [-0.057, -0.058, 0.010], [0.021, 0.009, -0.078], [0.007, 0.096, -0.007], [-0.017, -0.098, 0.051], [0.033, -0.011, 0.014], [-0.041, -0.088, 0.074], [-0.018, 0.034, 0.002], [0.041, 0.019, 0.019], [-0.026, 0.032, -0.035], [-0.034, -0.085, -0.071], [0.026, 0.044, -0.057], [-0.046, 0.047, 0.069], [0.022, -0.044, -0.020], [0.060, -0.017, -0.010], [-0.031, -0.017, -0.022], [0.002, 0.032, 0.084], [0.018, 0.002, 0.080], [-0.068, 0.094, 0.002], [0.188, 0.061, 0.149]], "mulliken_charge": [2.85, -1.35, 0.74, -1.45, 0.37, -0.74, -0.89, -0.85, -0.78, 0.38, 1.03, -1.25, -1.20, 0.45, 0.41, 0.46, 0.58, 0.34, 0.46, 0.38, 0.48, 0.47, 0.45, 0.43, 0.36, 0.49, 0.56, 0.08, 0.38, -0.07, -0.50, -0.97, -0.89, 0.89, -1.07, -0.72, 0.59, 0.35, 0.82, 0.55, -1.05, 0.27, -0.79, -0.85, -1.38, 0.53, -1.16, -0.68, -0.55, 0.23, -0.92, -0.89, -0.55, 0.46, 0.39, 0.33, 0.49, 0.31, 0.08, 0.45, 0.28, 0.19, 0.35, 0.36, 0.43, 0.44, 0.42, -0.06, 0.45, -0.15, 0.42, 0.30, 0.45, 0.23, 0.24, 0.29, 0.40, 0.35, 0.46, -0.24]}

Strongest force on any atom for the records above, in order: 0.0157 0.0087 0.0439 hartree/bohr